ORCA calculation (ωB97M-V/def2-TZVPD) on one molecule with the formula C4H8O3.

Values from the calculation:
Energy relative to the best compared isomer or geometry (same formula, charge and spin) in kJ/mol: 558.91
E_LUMO in eV: 0.6
HOMO-LUMO gap in eV: 8.6

The geometry in XYZ format:
```
15
Properties=species:S:1:pos:R:3:nbo_charge:R:1
O 1.775 1.379 -0.808 -0.74
C 0.056 1.332 -0.765 -0.32
C -0.163 0.088 0.050 0.09
C -1.544 -0.508 -0.166 -0.08
O -1.671 -1.775 0.435 -0.71
C 0.608 -0.322 1.224 -0.13
O 0.889 -0.907 -0.072 -0.56
H 1.962 0.411 -0.683 0.52
H -0.120 2.212 -0.132 0.15
H 1.585 1.476 -1.758 0.54
H -2.302 0.144 0.280 0.19
H -1.726 -0.545 -1.249 0.18
H -0.925 -2.296 0.104 0.47
H 0.183 -1.020 1.941 0.21
H 1.396 0.331 1.599 0.18
```

***

ORCA calculation (ωB97M-V/def2-TZVPD) on C51H50N5P3SSeV as an isolated structure in a non-equilibrium geometry.

Values from the calculation:
Multiplicity: 3
E_LUMO (spin up / spin down) in eV: -2.9 / -2.7
Net charge: +1
HOMO-LUMO gap (spin up / spin down) in eV: 4.8 / 5.0

The geometry in XYZ format:
```
112
Properties=species:S:1:pos:R:3:mulliken_spin:R:1
V 0.620 0.869 0.378 2.40
N 1.175 -0.568 2.320 0.04
P 0.091 0.814 2.694 -0.09
C 0.069 0.687 4.523 0.00
C -1.073 1.077 5.245 -0.01
C -1.103 1.013 6.641 0.00
C 0.016 0.576 7.343 0.00
C 1.168 0.215 6.650 0.00
C 1.196 0.280 5.253 0.00
C -1.488 0.007 2.219 -0.01
C -1.996 -1.137 2.857 0.00
C -3.204 -1.708 2.449 0.01
C -3.920 -1.148 1.395 -0.02
C -3.431 -0.016 0.749 -0.04
C -2.223 0.557 1.158 0.04
P 1.997 -1.021 0.790 -0.02
C 3.129 -2.318 1.422 0.01
C 3.531 -3.368 0.578 0.00
C 4.413 -4.357 1.024 0.00
C 4.923 -4.303 2.317 0.00
C 4.561 -3.256 3.159 0.00
C 3.679 -2.267 2.711 0.00
C 0.623 -2.005 0.074 -0.07
C 0.141 -3.193 0.648 0.02
C -0.913 -3.897 0.059 -0.02
C -1.504 -3.422 -1.109 0.01
C -1.041 -2.244 -1.690 0.01
C 0.015 -1.541 -1.103 0.13
H 0.760 -1.410 2.715 0.01
H -1.959 1.437 4.725 0.00
H -2.001 1.312 7.177 0.00
H -0.005 0.529 8.428 0.00
H 2.051 -0.109 7.194 0.00
H 2.119 0.021 4.742 0.00
H -1.459 -1.598 3.682 0.00
H -3.581 -2.594 2.953 0.00
H -4.856 -1.596 1.074 0.00
H -3.983 0.420 -0.079 0.01
H -1.857 1.435 0.631 -0.07
H 3.158 -3.430 -0.443 0.00
H 4.703 -5.164 0.355 0.00
H 5.612 -5.069 2.663 0.00
H 4.972 -3.199 4.164 0.00
H 3.440 -1.447 3.383 0.00
H 0.578 -3.587 1.562 0.00
H -1.275 -4.813 0.518 0.00
H -2.328 -3.965 -1.562 0.00
H -1.505 -1.866 -2.597 0.00
H 0.352 -0.618 -1.570 -0.08
N 2.210 2.109 0.750 -0.07
C 2.968 2.472 -0.397 0.09
C 4.070 3.326 -0.232 0.00
C 4.835 3.718 -1.329 0.00
C 4.505 3.262 -2.601 0.00
C 3.411 2.412 -2.774 -0.01
C 2.628 2.001 -1.680 -0.02
P 1.198 0.880 -1.893 -0.05
C 1.907 -0.598 -2.680 0.00
C 3.231 -0.997 -2.427 0.01
C 3.756 -2.174 -2.970 0.00
C 2.959 -2.988 -3.767 0.00
C 1.634 -2.634 -4.004 0.00
C 1.110 -1.459 -3.453 0.00
C 0.251 1.808 -3.142 0.00
C -0.586 2.837 -2.669 0.01
C -1.346 3.618 -3.543 0.00
C -1.287 3.381 -4.911 0.00
C -0.462 2.372 -5.402 0.00
C 0.307 1.597 -4.525 0.00
H 2.831 1.718 1.432 0.01
H 1.920 2.953 1.206 0.02
H 4.339 3.693 0.754 0.00
H 5.687 4.379 -1.192 0.00
H 5.097 3.565 -3.461 0.00
H 3.179 2.067 -3.780 0.00
H 3.875 -0.407 -1.779 0.00
H 4.783 -2.456 -2.755 0.00
H 3.364 -3.906 -4.184 0.00
H 0.999 -3.279 -4.606 0.00
H 0.061 -1.231 -3.627 0.00
H -0.645 3.046 -1.601 0.01
H -1.977 4.410 -3.150 0.00
H -1.878 3.985 -5.594 0.00
H -0.410 2.189 -6.472 0.00
H 0.957 0.838 -4.951 0.00
Se -0.869 2.887 0.009 0.01
C -2.003 4.410 -0.267 -0.02
C -2.801 4.493 -1.412 0.00
C -3.619 5.611 -1.595 0.00
N -3.635 6.604 -0.665 0.01
C -2.867 6.543 0.456 0.00
C -2.034 5.442 0.675 0.01
H -2.788 3.702 -2.151 0.00
H -4.243 5.688 -2.476 0.00
H -2.901 7.349 1.176 0.00
H -1.422 5.393 1.567 0.00
C -3.637 -1.159 -2.305 0.00
N -3.504 -1.842 -1.033 0.01
C -4.212 -3.085 -0.786 0.00
C -3.787 -3.464 0.626 0.00
N -2.575 -2.717 0.820 -0.01
C -2.454 -1.705 -0.123 0.05
S -1.238 -0.586 -0.081 -0.06
H -4.697 -1.081 -2.559 0.00
H -3.113 -1.739 -3.069 0.00
H -3.204 -0.157 -2.256 0.00
H -3.866 -3.826 -1.515 0.00
H -5.293 -2.945 -0.881 0.00
H -3.604 -4.534 0.750 0.00
H -4.514 -3.125 1.371 0.00
H -1.985 -2.742 1.643 0.00
H -0.999 1.062 1.020 -0.19
```

***

ORCA calculation (ωB97M-V/def2-TZVPD) on one molecule with the formula C19H22F2N4O in a non-equilibrium geometry.

Values from the calculation:
Energy relative to the best compared isomer or geometry (same formula, charge and spin) in kJ/mol: 223.64
E_LUMO in eV: 0.0
SMILES: Cc1c(N2C[C@@H]3C[C@]3(N)C2)c(F)cc2c(CN)c(F)c(=O)n(C3CC3)c12
HOMO-LUMO gap in eV: 8.1

The geometry in XYZ format:
```
48
Properties=species:S:1:pos:R:3:nbo_charge:R:1
C 0.762 1.614 1.411 -0.63
C 0.457 0.429 0.492 -0.04
C -0.104 0.718 -0.779 0.15
N -0.346 2.044 -1.223 -0.49
C 0.268 2.533 -2.506 -0.22
C -0.399 3.782 -2.935 -0.23
C -0.588 4.982 -1.893 -0.43
C -1.567 3.890 -1.975 0.10
N -2.804 4.130 -2.733 -0.83
C -1.479 2.831 -0.851 -0.20
C -0.542 -0.364 -1.565 0.37
F -1.211 -0.174 -2.728 -0.33
C -0.239 -1.740 -1.305 -0.27
C 0.410 -1.991 -0.136 -0.07
C 1.124 -3.347 0.061 -0.02
C 0.994 -4.481 -0.925 -0.26
N 1.456 -5.768 -0.429 -0.83
C 1.877 -3.501 1.236 0.29
F 2.469 -4.627 1.696 -0.31
C 2.020 -2.361 2.098 0.60
O 3.028 -2.412 2.813 -0.54
N 1.246 -1.222 2.049 -0.48
C 0.449 -1.005 3.239 -0.05
C -0.587 -2.094 3.667 -0.43
C -1.024 -0.713 3.339 -0.41
C 0.687 -0.901 0.807 0.22
H 1.563 2.152 0.928 0.23
H -0.105 2.161 1.532 0.21
H 1.003 1.445 2.383 0.23
H 0.267 1.891 -3.390 0.21
H 1.235 2.889 -2.251 0.19
H -0.541 3.919 -4.047 0.24
H -0.824 5.923 -2.419 0.23
H 0.135 5.042 -1.065 0.22
H -3.617 3.614 -2.350 0.37
H -3.108 5.079 -2.731 0.36
H -2.309 2.156 -0.796 0.19
H -1.411 3.233 0.210 0.18
H -0.220 -2.450 -2.150 0.24
H 0.016 -4.654 -1.223 0.21
H 1.481 -4.164 -1.861 0.20
H 2.303 -5.765 0.131 0.38
H 0.676 -6.244 0.047 0.36
H 0.968 -0.670 4.088 0.21
H -0.401 -2.398 4.686 0.23
H -0.679 -2.843 2.897 0.22
H -1.276 -0.010 4.040 0.22
H -1.512 -0.559 2.416 0.22
```

***

ORCA calculation (ωB97M-V/def2-TZVPD) on a 9-piece molecular cluster, C4H24N2O10 overall in a non-equilibrium geometry.

Values from the calculation:
Energy relative to the best compared isomer or geometry (same formula, charge and spin) in kJ/mol: 169.09
E_LUMO in eV: 0.3
SMILES: C[C@@H](NC=O)C(N)=O.O.O.O.O.O.O.O.O
HOMO-LUMO gap in eV: 10.2

The geometry in XYZ format:
```
40
Properties=species:S:1:pos:R:3:nbo_charge:R:1
C -0.556 -2.303 1.600 -0.63
C -0.298 -1.567 0.328 -0.18
N 0.883 -0.747 0.146 -0.64
C 2.107 -1.060 0.695 0.50
O 2.275 -2.015 1.425 -0.63
C -0.371 -2.574 -0.868 0.68
N 0.281 -3.758 -0.824 -0.81
O -1.076 -2.313 -1.833 -0.68
H -1.433 -3.001 1.558 0.22
H -0.790 -1.712 2.487 0.22
H 0.235 -2.937 1.941 0.24
H -1.248 -0.994 0.326 0.26
H 0.853 -0.050 -0.592 0.43
H 2.953 -0.423 0.435 0.13
H 1.057 -3.954 -0.199 0.41
H 0.242 -4.374 -1.613 0.40
O 2.118 1.825 1.805 -0.96
H 1.484 1.586 1.115 0.49
H 2.507 0.960 2.007 0.47
O 1.023 -0.560 -3.635 -0.96
H 0.535 -1.383 -3.711 0.49
H 0.810 -0.108 -2.818 0.47
O -1.412 1.318 -3.821 -0.95
H -1.339 0.491 -3.343 0.47
H -0.537 1.681 -3.985 0.48
O -2.960 -0.350 -0.400 -0.96
H -2.373 0.095 -1.029 0.48
H -2.932 -1.242 -0.797 0.50
O -2.389 1.814 1.231 -0.96
H -2.990 2.242 0.590 0.48
H -2.677 0.922 0.946 0.50
O 0.813 1.535 -1.227 -1.00
H 0.554 2.257 -0.593 0.53
H 1.774 1.578 -1.304 0.48
O -0.041 3.122 0.799 -1.02
H -0.771 2.553 1.089 0.51
H 0.449 3.503 1.537 0.51
O 0.865 3.564 3.386 -0.97
H 1.783 3.494 3.135 0.50
H 0.592 2.886 4.011 0.49
```

***

ORCA calculation (ωB97M-V/def2-TZVPD) on C26H29InN4O6S as an isolated structure.

Values from the calculation:
Energy relative to the best compared isomer or geometry (same formula, charge and spin) in kJ/mol: 11.97
E_LUMO in eV: -7.5
Net charge: +2
HOMO-LUMO gap in eV: 5.5

The geometry in XYZ format:
```
67
Properties=species:S:1:pos:R:3:nbo_charge:R:1
In 0.581 -0.328 -1.095 0.72
O -6.213 -1.983 1.346 -0.72
C -5.422 -2.995 0.770 -0.10
C -4.131 -2.391 0.295 0.06
C -3.179 -3.173 -0.351 -0.24
C -2.004 -2.580 -0.763 0.04
N -1.737 -1.285 -0.577 -0.53
C -2.647 -0.523 0.040 0.17
C -3.852 -1.046 0.492 -0.23
C -2.288 0.918 0.215 0.17
C -3.170 1.826 0.782 -0.19
C -2.797 3.156 0.925 0.04
C -3.717 4.144 1.602 -0.10
O -5.028 3.655 1.749 -0.70
C -1.539 3.533 0.470 -0.24
C -0.716 2.571 -0.079 0.06
N -1.068 1.289 -0.202 -0.55
H -7.027 -2.365 1.688 0.50
H -5.922 -3.465 -0.085 0.20
H -5.189 -3.788 1.491 0.20
H -3.345 -4.228 -0.527 0.24
H -1.231 -3.162 -1.255 0.21
H -4.584 -0.439 1.000 0.26
H -4.152 1.532 1.118 0.25
H -3.685 5.102 1.077 0.20
H -3.325 4.323 2.608 0.21
H -5.591 4.006 1.053 0.48
H -1.198 4.558 0.543 0.24
H 0.280 2.826 -0.424 0.21
O 0.686 -1.754 0.899 -0.77
C 1.777 -1.708 1.844 -0.07
C 1.456 -0.823 3.030 -0.42
C 0.993 0.589 2.639 -0.44
C 2.014 1.320 1.815 0.24
C 2.936 2.171 2.416 -0.24
C 3.904 2.790 1.647 -0.12
C 3.936 2.540 0.282 -0.25
C 2.988 1.685 -0.243 0.04
N 2.042 1.089 0.493 -0.55
H -0.108 -2.095 1.329 0.50
H 2.625 -1.324 1.280 0.20
H 2.016 -2.724 2.159 0.20
H 2.351 -0.760 3.656 0.23
H 0.683 -1.293 3.644 0.22
H 0.799 1.159 3.549 0.24
H 0.054 0.531 2.089 0.22
H 2.887 2.339 3.484 0.24
H 4.626 3.454 2.103 0.24
H 4.679 2.991 -0.360 0.24
H 2.981 1.452 -1.303 0.20
N -0.750 -0.443 -4.788 -0.63
C 0.079 0.499 -5.146 0.38
C 1.377 0.147 -5.670 -0.27
C 2.281 1.108 -5.898 -0.05
C 1.967 2.487 -5.546 -0.14
C 0.587 2.848 -5.246 -0.05
C -0.310 1.883 -5.013 -0.28
S 3.240 3.444 -4.767 2.38
O 2.778 3.548 -6.265 -0.59
O 4.481 2.788 -4.583 -0.82
O 2.791 4.510 -3.948 -0.83
H -0.476 -1.415 -4.827 0.43
H -1.640 -0.233 -4.360 0.43
H 1.604 -0.893 -5.861 0.26
H 3.269 0.889 -6.282 0.28
H 0.339 3.898 -5.161 0.27
H -1.328 2.118 -4.731 0.25
```

***

ORCA calculation (ωB97M-V/def2-TZVPD) on CIrS3SbSe4 as an isolated structure.

Values from the calculation:
Multiplicity: 5
E_LUMO (spin up / spin down) in eV: 4.6 / 4.0
Net charge: -2
HOMO-LUMO gap (spin up / spin down) in eV: 5.3 / 5.9

The geometry in XYZ format:
```
10
Properties=species:S:1:pos:R:3:mulliken_spin:R:1
Ir -0.425 -0.554 0.034 1.46
Se 3.430 3.792 1.613 1.17
Sb 2.165 1.965 -0.026 0.08
Se 1.957 -0.751 -0.275 0.59
Se -0.421 1.859 -0.121 0.31
Se 3.110 3.296 -1.811 0.26
S -3.738 -3.574 0.156 0.10
C -2.516 -2.458 0.153 -0.01
S -2.735 -0.742 0.189 0.02
S -0.826 -2.834 0.089 0.03
```

***

ORCA calculation (ωB97M-V/def2-TZVPD) on an isolated ion of composition C7H13N2 and charge +1 in a non-equilibrium geometry.

Values from the calculation:
Energy relative to the best compared isomer or geometry (same formula, charge and spin) in kJ/mol: 656.88
E_LUMO in eV: -2.8
Net charge: +1
SMILES: CCN1C=C1[N+]1(C)CC1
HOMO-LUMO gap in eV: 9.2

The geometry in XYZ format:
```
22
Properties=species:S:1:pos:R:3:nbo_charge:R:1
C 3.318 -0.346 -0.003 -0.60
C 1.825 -0.722 -0.035 -0.25
N 1.051 0.317 0.767 -0.41
C 0.758 1.599 0.082 -0.02
C -0.191 0.722 0.230 0.24
N -1.461 0.274 0.059 -0.24
C -2.511 1.296 -0.436 -0.37
C -1.809 -0.899 0.964 -0.18
C -1.500 -1.135 -0.476 -0.20
H 3.601 -0.104 1.033 0.23
H 3.850 -1.136 -0.258 0.22
H 3.534 0.411 -0.697 0.21
H 1.342 -0.894 -1.048 0.16
H 1.858 -1.595 0.537 0.21
H 1.118 2.608 -0.024 0.27
H -2.505 2.208 0.140 0.26
H -2.415 1.439 -1.508 0.24
H -3.388 0.679 -0.395 0.22
H -2.808 -0.880 1.310 0.25
H -1.029 -0.997 1.674 0.26
H -0.504 -1.508 -0.642 0.25
H -2.136 -1.339 -1.273 0.25
```

***

ORCA calculation (ωB97M-V/def2-TZVPD) on an isolated ion of composition C2H3F2O2Si and charge -1 in a non-equilibrium geometry.

Values from the calculation:
Energy relative to the best compared isomer or geometry (same formula, charge and spin) in kJ/mol: 539.53
E_LUMO in eV: 4.0
Net charge: -1
HOMO-LUMO gap in eV: 8.0

The geometry in XYZ format:
```
10
Properties=species:S:1:pos:R:3:nbo_charge:R:1
C 2.979 -0.500 -0.097 0.69
C 1.821 0.320 -0.122 0.16
O 3.779 -1.261 -0.526 -0.58
O 2.664 -0.038 1.144 -0.53
F -0.972 -1.587 -0.003 -0.68
F 2.027 1.609 -0.490 -0.35
Si -0.009 -0.343 -0.434 1.19
H -0.216 0.520 0.996 -0.35
H 0.728 -0.972 -1.659 -0.31
H -1.003 0.524 -1.128 -0.25
```

***

ORCA calculation (ωB97M-V/def2-TZVPD) on C54H40F5N3P2SeSiTi as an isolated structure.

Values from the calculation:
Energy relative to the best compared isomer or geometry (same formula, charge and spin) in kJ/mol: 0.00
E_LUMO (spin up / spin down) in eV: -0.4 / -0.5
HOMO-LUMO gap (spin up / spin down) in eV: 6.2 / 6.2

The geometry in XYZ format:
```
107
Properties=species:S:1:pos:R:3:lowdin_charge:R:1
Ti 0.115 0.455 0.213 0.49
C -3.263 -0.954 1.685 -0.18
Si -2.048 -1.044 0.209 0.62
C -3.152 -0.540 -1.267 -0.29
C -4.047 -1.372 -1.942 -0.07
C -4.946 -0.856 -2.859 -0.07
C -4.983 0.510 -3.117 -0.07
C -4.089 1.350 -2.478 -0.08
C -3.169 0.817 -1.575 -0.38
P -1.851 1.826 -0.823 1.06
C -2.725 3.120 0.108 -0.31
C -3.346 4.197 -0.532 -0.10
C -4.074 5.119 0.199 -0.07
C -4.195 4.973 1.575 -0.08
C -3.597 3.900 2.213 -0.06
C -2.868 2.971 1.485 -0.08
C -1.144 2.642 -2.291 -0.35
C -0.754 3.978 -2.316 -0.11
C -0.130 4.503 -3.438 -0.07
C 0.134 3.697 -4.534 -0.07
C -0.245 2.362 -4.515 -0.07
C -0.889 1.840 -3.406 -0.09
C -1.701 -2.893 -0.081 -0.30
C -2.693 -3.866 0.048 -0.10
C -2.477 -5.169 -0.370 -0.07
C -1.263 -5.515 -0.952 -0.07
C -0.255 -4.570 -1.059 -0.08
C -0.457 -3.278 -0.578 -0.35
P 0.850 -1.992 -0.583 0.98
C 1.478 -2.245 -2.271 -0.41
C 2.631 -2.954 -2.581 -0.09
C 2.987 -3.145 -3.908 -0.07
C 2.195 -2.635 -4.926 -0.08
C 1.040 -1.931 -4.617 -0.07
C 0.681 -1.739 -3.295 -0.10
C 2.099 -2.591 0.605 -0.33
C 2.588 -1.674 1.538 -0.14
C 3.466 -2.069 2.534 -0.06
C 3.880 -3.389 2.601 -0.06
C 3.399 -4.313 1.681 -0.06
C 2.510 -3.921 0.694 -0.08
H -4.295 -0.961 1.325 0.03
H -3.126 -0.051 2.284 0.01
H -3.129 -1.805 2.353 0.03
H -4.037 -2.439 -1.750 0.09
H -5.629 -1.517 -3.379 0.10
H -5.695 0.911 -3.827 0.10
H -4.084 2.410 -2.701 0.10
H -3.261 4.317 -1.603 0.10
H -4.547 5.952 -0.305 0.11
H -4.761 5.699 2.146 0.10
H -3.686 3.784 3.286 0.11
H -2.384 2.153 1.993 0.08
H -0.916 4.609 -1.455 0.10
H 0.167 5.544 -3.444 0.11
H 0.630 4.107 -5.404 0.11
H -0.044 1.727 -5.368 0.11
H -1.216 0.806 -3.413 0.09
H -3.657 -3.595 0.468 0.11
H -3.260 -5.910 -0.269 0.10
H -1.103 -6.520 -1.323 0.10
H 0.679 -4.837 -1.540 0.10
H 3.274 -3.323 -1.793 0.09
H 3.893 -3.687 -4.146 0.11
H 2.478 -2.784 -5.960 0.10
H 0.415 -1.535 -5.408 0.10
H -0.231 -1.199 -3.055 0.09
H 2.261 -0.642 1.510 0.06
H 3.812 -1.343 3.259 0.12
H 4.571 -3.701 3.373 0.11
H 3.713 -5.347 1.735 0.11
H 2.131 -4.666 0.006 0.09
C -0.670 -2.200 5.154 -0.09
C -0.631 -0.849 5.463 -0.08
C -0.452 0.107 4.479 -0.02
C -0.316 -0.272 3.135 -0.26
C -0.358 -1.638 2.843 -0.09
C -0.531 -2.587 3.832 -0.07
N -0.121 0.684 2.110 -0.16
N -0.066 1.936 2.646 0.02
C 0.378 2.847 1.803 -0.41
C 0.517 4.189 2.245 -0.02
C 1.080 5.105 1.408 -0.07
C 1.499 4.699 0.123 -0.08
C 1.281 3.404 -0.259 -0.24
N 0.688 2.490 0.524 -0.07
H -0.806 -2.938 5.934 0.10
H -0.738 -0.529 6.492 0.10
H -0.412 1.153 4.730 0.10
H -0.260 -1.977 1.825 0.04
H -0.555 -3.636 3.560 0.11
H 0.198 4.421 3.251 0.11
H 1.229 6.128 1.731 0.10
H 1.981 5.386 -0.557 0.10
H 1.585 3.049 -1.233 0.06
F 7.086 -0.327 3.026 0.13
C 6.122 -0.107 2.129 -0.15
C 5.986 -0.938 1.031 -0.16
F 6.812 -1.979 0.878 0.12
C 4.974 -0.707 0.119 -0.27
F 4.843 -1.572 -0.896 0.07
C 4.069 0.343 0.254 -0.50
Se 2.698 0.511 -1.041 0.83
C 4.236 1.161 1.365 -0.24
F 3.397 2.182 1.584 0.10
C 5.240 0.947 2.294 -0.15
F 5.364 1.753 3.352 0.12
```

***

| no. | DFT total energy (hartree) |
| --- | --- |
| 1 | -382.751943 |
| 2 | -7013.803296 |
| 3 | -1231.019036 |
| 4 | -1028.739753 |
| 5 | -2266.397735 |
| 6 | -11183.117677 |
| 7 | -383.566994 |
| 8 | -717.716095 |
| 9 | -6968.499705 |